Here is a structure of composition CHO3Pm at a distorted geometry from the OMol25 dataset. Energies are from the ωB97M-V functional and the def2-TZVPD basis.

The geometry in XYZ format:
```
6
Properties=species:S:1:pos:R:3:mulliken_charge:R:1
C 1.409 0.239 -0.571 0.828
O 2.006 0.820 0.425 -0.069
O 0.194 0.316 -0.503 -0.591
Pm -2.158 -0.306 0.238 1.985
O 2.469 -0.443 -0.590 -0.073
H -3.920 -0.626 1.002 -0.079
```

Summary:
**Calculated total energy**: -23723.390 eV
**Gap between HOMO and LUMO (spin up / spin down)**: 0.295 / 0.345 Eh
**HOMO (spin up / spin down)**: -20.1 / -20.5 eV
**Spin multiplicity**: 5
**Net charge**: +2